Record 1
196
Properties=species:S:1:pos:R:3:forces:R:3 method="wB97M-V/def2-TZVPD" lumo_energy_ha=0.015
C 25.3117 15.6086 -15.1121 0.00 -0.33 0.55
O 24.1099 16.2105 -15.6104 0.99 -0.73 0.02
H 26.2591 15.9128 -15.5571 -0.20 0.40 -0.57
H 25.4896 15.7456 -14.0454 -0.49 0.29 0.26
H 25.2647 14.5274 -15.2422 -0.32 0.03 -0.20
H 24.1520 17.1551 -15.4445 -0.02 0.47 0.28
C 22.0372 12.3413 -19.4579 -0.25 -1.20 1.06
O 22.7419 12.0923 -18.1809 -1.27 0.55 -2.26
H 21.7703 13.3911 -19.5792 -0.37 -0.01 0.34
H 22.5660 12.0745 -20.3729 0.63 -0.31 0.33
H 21.1947 11.6531 -19.3894 -0.41 0.53 -0.31
H 23.3713 12.8141 -18.2474 1.36 0.53 0.91
C 22.2917 8.9904 -16.6766 -1.55 0.38 1.37
O 22.4565 9.4564 -17.9353 0.76 -0.08 -2.51
H 21.5495 8.1943 -16.7351 0.36 -0.55 0.46
H 23.2006 8.7379 -16.1305 0.13 -0.34 -0.07
H 21.7840 9.8018 -16.1552 -0.05 -0.09 0.98
H 22.5108 10.4144 -17.9086 0.47 0.41 -0.20
C 23.3412 20.2834 -14.6318 0.31 0.31 -0.21
O 24.2179 19.1927 -14.4204 -0.86 -0.45 0.49
H 23.5084 21.1294 -13.9651 0.00 -0.19 0.67
H 23.5207 20.7488 -15.6010 -0.32 -0.34 -0.41
H 22.3161 19.9291 -14.5229 0.09 0.11 -0.18
H 25.1073 19.4817 -14.6376 0.70 0.22 -0.37
C 20.9984 15.7754 -17.7173 0.91 -0.98 1.02
O 19.9190 16.1693 -18.5210 0.21 0.72 -0.43
H 21.3690 14.7720 -17.9269 -0.34 -0.37 -0.26
H 21.9186 16.3549 -17.7910 -0.42 0.78 -0.63
H 20.8016 15.7675 -16.6452 -0.46 0.16 0.10
H 19.0899 15.8291 -18.1768 0.08 -0.38 0.27
C 22.6260 21.2840 -19.2334 0.41 -0.33 0.57
O 23.2881 21.6578 -18.0196 0.30 0.34 -0.80
H 21.9872 22.0511 -19.6711 -0.14 0.24 0.30
H 23.3705 21.0336 -19.9892 0.03 -0.23 0.07
H 22.0318 20.4197 -18.9368 -0.23 -0.18 -0.87
H 22.6920 21.2991 -17.3581 -0.38 0.30 0.65
C 19.1931 25.5787 -15.5990 0.12 -1.47 0.26
O 19.4720 24.2428 -15.0688 0.42 1.37 -0.33
C 19.9477 23.3981 -16.0971 -0.36 -0.85 0.93
C 20.3113 22.0316 -15.5172 -0.53 0.22 0.13
N 20.7848 21.1921 -16.6450 -1.14 1.06 0.29
C 20.0406 19.9810 -16.8971 2.92 -3.01 1.75
C 19.0160 20.0436 -17.9837 -1.35 -1.44 0.78
O 19.1220 21.2208 -18.7075 0.08 0.40 -0.40
C 18.0420 21.5686 -19.5572 -0.19 -0.39 0.20
H 19.9823 25.8352 -16.3057 0.07 0.34 0.13
H 19.1106 26.2883 -14.7757 0.19 -0.19 -0.04
H 18.2464 25.5474 -16.1384 -0.14 0.06 -0.09
H 20.9129 23.6571 -16.5324 -0.15 1.03 -0.41
H 19.1433 23.3168 -16.8281 0.19 -0.15 -0.54
H 19.4862 21.5902 -14.9583 -0.31 -0.17 -0.17
H 21.0626 22.2404 -14.7555 0.44 -0.35 -0.17
H 20.2143 21.5178 -17.4121 1.44 2.86 -0.71
H 19.7388 19.4960 -15.9688 -0.78 0.13 0.00
H 20.8268 19.2940 -17.2103 -0.02 -0.46 -0.34
H 18.0866 19.9088 -17.4304 -0.84 0.53 -0.52
H 19.1497 19.1298 -18.5627 -0.12 0.11 -0.58
H 17.4359 22.3558 -19.1087 0.13 0.22 0.01
H 17.3757 20.7158 -19.6871 0.05 -0.12 -0.23
H 18.4470 21.8812 -20.5197 -0.10 0.04 0.08
C 19.9110 17.6710 -13.5162 0.39 -0.19 -1.43
C 20.1603 16.3979 -12.7748 1.09 0.07 1.95
C 21.1029 15.4224 -13.5177 -0.36 1.86 -0.91
O 21.3084 14.2645 -12.8149 0.88 -1.93 -1.30
C 22.0822 13.2759 -13.6015 -1.14 -1.45 2.37
N 20.7363 16.7575 -11.4670 0.24 -0.32 0.59
H 19.7289 17.2659 -14.5116 -0.50 0.80 -0.57
H 20.8032 18.2918 -13.5983 0.25 -0.10 0.10
H 19.1152 18.3294 -13.1676 -0.14 -0.48 0.14
H 19.1951 15.9660 -12.5102 0.00 -0.53 -0.40
H 22.0801 15.8768 -13.6809 0.19 0.71 0.04
H 20.7457 15.2552 -14.5338 -0.46 -0.40 -0.21
H 21.7082 12.8365 -14.5262 -0.71 1.22 -0.50
H 21.8841 12.4396 -12.9310 0.67 -0.40 0.04
H 23.1646 13.3569 -13.7016 -0.03 1.01 0.26
H 21.0480 15.9211 -10.9944 -0.46 -0.52 0.26
H 21.6339 17.2083 -11.5729 0.11 0.64 -0.51
C 25.5473 18.8468 -17.5690 0.62 -0.57 -2.47
C 26.8151 18.9329 -16.7590 -1.09 -0.92 -0.94
C 28.1123 19.1999 -17.5314 0.91 -0.94 -0.05
O 28.3585 18.2330 -18.5740 0.50 0.26 -0.03
C 29.7679 17.9718 -18.7766 -0.31 0.18 1.79
N 26.5078 19.9585 -15.8264 1.16 0.93 1.28
H 25.6810 18.1114 -18.3623 -0.32 -0.83 0.43
H 25.4700 19.6856 -18.2607 -0.29 0.85 0.58
H 24.6347 18.7103 -16.9887 0.25 -0.01 -0.07
H 26.8925 17.9925 -16.2134 0.41 -0.17 0.04
H 28.9577 19.1266 -16.8472 0.04 -0.35 0.65
H 28.2402 20.2400 -17.8315 -0.69 0.22 -0.80
H 30.3398 18.8834 -18.9497 -0.16 0.03 -1.04
H 29.9840 17.0922 -19.3830 -0.58 0.62 -0.80
H 30.2259 17.6558 -17.8393 -0.24 -0.16 0.68
H 27.4048 20.2254 -15.4467 -0.04 0.70 0.67
H 26.1261 20.7431 -16.3352 0.01 0.39 0.00
C 24.6701 15.6157 -19.8102 0.41 0.14 -0.02
C 25.5315 14.5873 -19.0623 1.66 -0.30 -0.51
C 26.8790 15.1471 -18.4554 0.79 -0.70 -0.58
O 27.7536 14.0667 -18.0402 -0.33 -0.62 0.69
C 28.9184 14.4986 -17.3216 -0.67 -0.29 -0.66
N 24.7454 13.9860 -18.0217 -0.72 1.06 1.69
H 23.6706 15.1920 -19.9079 0.02 0.08 -0.19
H 25.0689 15.8798 -20.7896 0.05 -0.42 -0.10
H 24.5665 16.5993 -19.3519 0.02 -0.18 0.67
H 25.6929 13.7008 -19.6757 0.76 0.54 -0.81
H 26.6525 15.7989 -17.6116 -0.18 0.07 0.23
H 27.5628 15.7083 -19.0922 -0.76 0.55 -0.71
H 28.6018 14.9968 -16.4053 0.28 0.56 -0.07
H 29.5685 15.0571 -17.9951 -0.16 0.81 0.18
H 29.5784 13.6837 -17.0242 -0.65 -0.61 -0.08
H 25.3121 13.4440 -17.3852 0.55 -0.73 -0.38
H 24.5969 14.7838 -17.4203 -1.16 0.31 0.57
C 18.6019 12.6713 -16.7562 1.72 0.75 1.21
C 17.0949 12.7220 -16.6401 -0.57 0.02 -0.92
C 16.5297 14.1649 -16.5757 0.18 -0.93 -0.46
O 17.0120 14.8618 -17.7015 0.24 0.92 -0.33
C 16.6013 16.2317 -17.8740 0.76 -1.05 0.08
N 16.5733 11.9382 -17.7663 -0.86 0.17 -0.34
H 19.0405 13.1268 -17.6440 -0.72 0.20 -0.39
H 19.1172 11.7112 -16.7321 -0.78 -0.57 0.04
H 19.1212 13.1926 -15.9520 -0.13 0.33 0.41
H 16.6183 12.2460 -15.7832 0.76 -0.12 0.52
H 16.8166 14.5754 -15.6075 0.39 0.47 0.00
H 15.4400 14.1735 -16.5981 -0.25 -0.30 -0.05
H 15.5168 16.3262 -17.9307 -0.07 0.08 0.13
H 17.0696 16.5348 -18.8105 -0.27 0.08 -0.16
H 17.0499 16.8506 -17.0970 -0.32 0.15 0.29
H 17.1090 11.0821 -17.7780 -0.12 -0.32 0.01
H 16.8326 12.3767 -18.6385 0.27 0.29 -0.21
C 14.5974 12.2061 -22.2102 -0.95 -0.06 0.92
C 14.0609 13.2085 -21.1566 -1.38 1.96 -1.36
C 12.9391 12.6596 -20.2649 0.12 -1.13 -0.49
O 12.5755 13.5826 -19.2865 -0.53 -0.01 1.15
C 11.6424 13.0691 -18.3211 0.09 0.74 0.41
N 15.1445 13.7503 -20.3925 0.76 -1.17 0.72
H 15.4513 12.5297 -22.8054 0.09 0.27 0.50
H 13.8492 11.8860 -22.9353 -0.29 0.07 0.17
H 14.8300 11.3402 -21.5904 0.52 -0.38 -0.39
H 13.6386 14.1146 -21.5911 -0.32 -0.14 -0.86
H 13.3085 11.7310 -19.8296 0.18 -0.28 0.50
H 12.0287 12.3683 -20.7888 -0.02 -0.01 -0.68
H 11.9585 12.2004 -17.7437 0.67 -0.18 -0.32
H 10.6421 12.8218 -18.6768 0.03 0.06 -0.80
H 11.4885 13.8630 -17.5903 0.14 0.12 -0.09
H 14.9324 14.5569 -19.8228 -0.52 0.09 -0.13
H 15.2655 12.9976 -19.7300 0.97 0.06 0.79
C 11.0448 15.6296 -21.7266 -0.99 -0.33 -0.47
C 11.4595 17.0741 -21.5563 1.78 1.11 -0.78
C 13.0007 17.1397 -21.4253 -1.58 0.54 -0.17
O 13.4880 18.5116 -21.2355 0.72 -2.92 0.34
C 14.8646 18.3515 -20.8967 0.56 1.97 0.80
N 11.0687 17.8923 -22.7396 0.44 -1.95 0.36
H 11.2281 15.2041 -22.7132 0.46 0.47 -0.28
H 9.9560 15.6169 -21.6772 -0.20 -0.29 0.33
H 11.4525 14.8937 -21.0335 -0.04 0.47 0.44
H 10.9490 17.5642 -20.7272 0.35 -0.51 0.76
H 13.3936 16.7120 -22.3477 0.25 0.22 -0.27
H 13.2676 16.4354 -20.6374 0.40 0.42 0.56
H 15.1204 17.9586 -19.9127 -0.94 -0.92 0.30
H 15.2356 19.3583 -20.7052 0.16 0.33 -0.76
H 15.5266 17.8372 -21.5934 -0.45 -0.03 -0.55
H 10.0693 17.7469 -22.7279 -0.24 1.19 -0.61
H 11.4307 18.8284 -22.6260 -0.69 0.21 0.04
C 24.1400 13.5572 -22.3606 -1.49 -1.61 -2.71
C 24.9792 12.2897 -22.6689 3.26 1.88 0.82
C 25.8860 12.4614 -24.0162 0.06 -0.99 1.82
O 26.9278 11.4605 -24.0173 -0.84 -0.74 0.02
C 26.4908 10.2592 -24.6631 0.27 0.46 -0.62
N 25.9351 12.2313 -21.5364 -0.23 -1.23 0.05
H 23.5236 13.4432 -23.2523 -0.90 1.04 -0.27
H 24.6159 14.5330 -22.4578 0.50 -0.45 0.21
H 23.4156 13.5388 -21.5463 0.67 -0.28 0.22
H 24.5485 11.2887 -22.6955 -0.96 0.49 -0.04
H 26.4819 13.3658 -23.8928 -0.52 0.41 -0.29
H 25.3300 12.3920 -24.9511 -0.12 0.35 -0.05
H 27.1933 9.4288 -24.5918 0.36 0.39 0.50
H 26.4450 10.4989 -25.7254 -0.38 -0.21 -0.27
H 25.5274 9.8759 -24.3269 -0.17 0.24 0.18
H 26.7546 12.7982 -21.7014 0.09 0.25 -0.14
H 26.2752 11.2804 -21.5207 0.43 -0.09 0.32
C 19.1555 12.5545 -22.3791 -0.70 0.58 -0.40
C 18.8457 13.9358 -21.7211 1.44 -1.33 -0.13
C 18.1066 14.9335 -22.6178 -0.25 -0.12 -0.07
O 18.8743 15.4203 -23.6868 0.99 0.08 0.45
C 18.3687 16.5383 -24.3873 0.01 -1.09 -0.23
N 18.0345 13.5750 -20.5829 -0.07 -0.22 -0.06
H 19.6272 12.6206 -23.3596 0.02 0.11 -0.02
H 18.1870 12.0646 -22.4796 -0.10 -0.21 -0.33
H 19.7364 11.8933 -21.7360 0.14 0.37 0.16
H 19.8270 14.2598 -21.3745 -0.11 0.84 -0.05
H 17.6550 15.7103 -22.0007 0.51 0.66 0.32
H 17.1968 14.4640 -22.9920 -0.23 -0.62 -0.37
H 19.1229 16.8279 -25.1190 0.10 0.11 0.22
H 18.1267 17.3732 -23.7297 -0.16 0.05 0.03
H 17.5215 16.1656 -24.9630 -0.54 0.54 -0.02
H 17.9412 14.2778 -19.8635 -0.03 0.33 -0.11
H 17.1276 13.4334 -21.0044 -0.57 -0.06 0.73


Record 2
12
Properties=species:S:1:pos:R:3:forces:R:3 method="wB97M-V/def2-TZVPD" lumo_energy_ha=0.016 smiles="[H]/N=C/N(O)C(N)=S"
H -2.2855 -2.3396 -0.2166 -0.32 -0.09 -0.03
N -1.3520 -1.9859 -0.0707 0.39 0.70 0.03
C -1.3876 -0.7220 -0.0333 0.02 -0.51 0.05
N -0.2714 0.1170 0.1483 -0.21 -0.29 -0.23
O -0.6423 1.4654 0.0679 0.02 -0.07 0.19
C 1.0838 -0.1506 0.0092 0.11 -0.01 0.18
N 1.8238 0.9801 -0.1251 0.29 0.19 -0.31
S 1.7504 -1.6520 0.1147 -0.09 0.14 -0.07
H -2.2855 -0.1040 -0.1119 0.12 -0.02 -0.02
H -0.6143 1.7488 0.9917 -0.09 0.24 -0.02
H 2.8121 0.8138 -0.3146 -0.63 0.16 0.08
H 1.3686 1.8290 -0.4596 0.38 -0.45 0.16